Computed, not measured: a structure of composition C33H35I2KN11O3S, with ωB97M-V/def2-TZVPD.

The geometry in XYZ format:
```
86
Properties=species:S:1:pos:R:3:forces:R:3:mulliken_charge:R:1
K -0.317043 -0.956451 0.038873 -0.40 0.38 0.15 0.855
O 4.371694 -0.608029 1.304385 0.08 -0.08 0.00 -0.550
C 4.475858 -1.619702 2.192661 0.00 0.08 -0.04 0.047
C 5.557933 -1.647779 3.070997 0.02 -0.01 0.01 -0.694
C 5.683224 -2.677037 3.987351 0.00 0.01 -0.01 -0.274
C 4.730488 -3.688898 4.041233 0.00 0.00 0.00 -0.776
C 3.655255 -3.657205 3.166978 0.00 -0.01 -0.01 -0.411
C 3.508309 -2.638068 2.232474 0.01 -0.03 -0.04 0.192
C 2.335550 -2.590389 1.295359 0.08 -0.01 0.00 0.482
O 2.156325 -1.472050 0.644443 -0.03 -0.09 0.09 -0.207
N 1.607074 -3.654608 1.214120 -0.03 -0.06 -0.02 -0.889
N 0.433592 -3.491101 0.473451 0.23 0.16 0.03 0.017
C 0.437053 -3.959407 -0.710724 -0.10 -0.02 0.02 -0.444
C -0.698483 -3.926823 -1.638414 -0.02 0.01 -0.04 1.195
C -0.534640 -4.608910 -2.847514 0.09 0.00 0.00 -0.534
C -1.521055 -4.700909 -3.813111 -0.01 0.00 0.01 -0.828
C -2.752392 -4.090949 -3.546558 0.01 0.00 -0.01 -0.198
C -2.961385 -3.403091 -2.374735 0.02 -0.03 0.00 -0.817
C -1.950399 -3.250981 -1.362868 -0.03 -0.07 -0.07 0.300
O -2.167120 -2.538934 -0.339395 -0.14 -0.13 -0.14 -0.953
H 3.466153 -0.815560 0.866037 -0.08 0.16 0.03 0.273
H 6.282515 -0.844543 3.019257 0.00 0.00 0.00 0.380
H 6.525903 -2.685436 4.669083 0.00 0.00 0.00 0.361
H 4.822519 -4.490561 4.763139 0.00 0.00 0.00 0.386
H 2.895715 -4.427944 3.183851 0.00 0.00 0.00 0.467
H 1.350964 -4.427687 -1.097955 -0.02 -0.08 0.05 0.212
H 0.421159 -5.097944 -3.021383 0.00 0.01 0.00 0.297
H -1.350019 -5.245796 -4.732399 -0.01 0.00 0.00 0.395
H -3.555981 -4.159551 -4.273706 0.00 0.00 0.00 0.349
H -3.914534 -2.928951 -2.165261 -0.01 -0.01 -0.01 0.420
C -5.533206 3.133170 -0.541124 0.00 0.00 0.00 -0.828
N -4.974255 2.847349 0.759405 0.01 -0.01 0.00 0.274
C -5.438313 3.322279 1.970188 0.00 0.01 0.00 -0.629
C -4.639458 2.824580 2.924454 0.00 0.01 0.00 -0.407
N -3.679292 2.035242 2.300898 -0.02 -0.04 0.00 0.546
C -3.882266 2.047233 0.938568 -0.03 0.01 0.00 -0.939
S -3.069793 1.313028 -0.313177 0.19 0.11 0.02 0.319
C -2.675086 1.335548 3.027384 0.08 0.06 -0.01 0.445
C -2.251182 1.848505 4.250646 0.02 0.01 -0.02 -0.494
C -1.312918 1.127409 4.961002 0.01 -0.01 0.00 -0.611
C -0.823614 -0.055246 4.428152 0.02 0.03 -0.01 -0.803
C -1.293703 -0.448619 3.190204 0.07 -0.08 0.01 -0.410
N -2.211793 0.224559 2.496907 0.00 -0.05 0.04 -0.228
H -6.401020 3.776040 -0.406662 0.00 0.00 0.00 0.309
H -5.822349 2.207345 -1.037348 0.00 0.00 0.00 0.310
H -4.792470 3.627512 -1.169159 0.00 0.00 0.00 0.283
H -6.298021 3.963152 2.042408 0.00 0.00 0.00 0.418
H -4.680192 2.934737 3.990643 0.00 0.00 0.00 0.464
H -2.590890 2.810659 4.602860 -0.01 0.01 -0.01 0.355
H -0.934667 1.509935 5.899437 0.00 0.00 0.00 0.401
H -0.061102 -0.633618 4.929825 -0.01 -0.01 0.01 0.427
H -0.915477 -1.352112 2.725689 -0.03 -0.14 0.02 0.813
C 2.463593 4.031015 0.087277 0.11 -0.03 -0.03 -0.554
N 2.042656 2.916467 -0.804608 0.00 -0.08 -0.01 0.327
C 0.589650 3.012170 -1.144571 0.00 -0.09 -0.01 -0.116
C 2.370739 1.543273 -0.242506 -0.08 0.07 -0.02 -1.018
C 2.592402 0.580568 -1.374542 0.11 0.12 -0.05 0.433
C 3.887956 0.204059 -1.743660 -0.04 -0.09 0.09 -0.338
C 4.084543 -0.711272 -2.767553 0.00 -0.02 -0.01 -0.911
C 3.005619 -1.264395 -3.446148 0.02 0.01 -0.01 -0.516
C 1.702368 -0.886517 -3.122145 0.02 0.01 0.02 -1.110
C 1.578466 0.019803 -2.108433 0.02 0.01 -0.02 1.046
H 2.239204 4.972176 -0.410723 -0.02 -0.01 0.02 0.324
H 3.528912 3.937201 0.282912 0.03 0.00 -0.02 0.329
H 1.909490 3.959852 1.020971 0.09 0.03 -0.14 -0.140
H 2.570120 2.984521 -1.674175 -0.01 -0.01 -0.01 0.426
H 0.025192 3.017229 -0.211275 0.03 0.00 -0.10 0.012
H 0.311552 2.159009 -1.757470 0.05 0.02 -0.01 0.039
H 0.418459 3.941203 -1.683575 -0.01 0.00 0.02 0.313
H 1.538281 1.283880 0.408609 0.06 -0.08 0.04 -0.198
H 3.258078 1.626370 0.382631 0.01 0.03 -0.03 0.757
H 4.731740 0.567588 -1.168017 0.00 0.02 0.00 0.398
H 5.091144 -1.020954 -3.015711 0.00 0.00 0.00 0.382
H 3.172239 -1.999347 -4.223992 -0.01 0.00 0.00 0.405
H 0.844486 -1.309438 -3.629722 -0.01 0.00 0.00 0.467
I -0.569698 4.468404 2.098884 -0.22 0.11 0.26 -0.408
I 1.754951 2.702518 3.471255 -0.05 0.00 0.05 -0.307
N -3.579165 2.861432 -4.254269 0.01 -0.02 -0.04 -0.761
N -2.822262 1.792649 -3.789978 0.00 0.02 0.00 1.251
N -3.281614 0.568318 -3.763208 -0.01 -0.01 0.03 -0.731
C -2.273394 -0.068680 -3.177798 0.00 0.01 0.02 -0.582
N -1.267976 0.766653 -2.865035 -0.02 -0.12 -0.10 0.215
N -1.634948 1.955601 -3.277305 -0.03 -0.01 -0.03 -0.669
H -3.700736 2.737486 -5.254488 0.01 0.02 0.00 0.255
H -3.010600 3.685337 -4.090181 -0.02 0.00 0.03 0.291
H -2.284611 -1.127572 -2.962319 0.00 0.00 0.00 0.621
```
Positions in Å, forces in eV/Å.

Results
DFT total energy = -3700.0516 hartree
Charge = -1
Energy relative to the best compared isomer or geometry (same formula, charge and spin) = 291.66 kJ/mol
Gap between HOMO and LUMO (spin up / spin down) = 5.4164 / 4.7756 eV


Computed, not measured: a structure of composition C33H35OSiW, with ωB97M-V/def2-TZVPD.

The geometry in XYZ format:
```
71
Properties=species:S:1:pos:R:3:forces:R:3:mulliken_spin:R:1
W 1.244583 -0.546117 -0.187838 -2.94 -2.55 -2.69 0.734
C 0.323013 -2.602193 -0.864878 0.13 -0.43 0.11 0.055
C -0.078080 -1.778642 -1.968125 0.19 0.18 0.40 0.052
C 1.086611 -1.301195 -2.611818 0.21 0.24 -0.11 -0.012
H -1.107621 -1.595779 -2.282080 0.57 0.17 0.28 0.025
C 2.232441 -1.812928 -1.925963 -0.83 -0.68 0.19 -0.010
C 1.753895 -2.658707 -0.852373 0.11 -0.54 -0.28 -0.036
H 2.372198 -3.328378 -0.239684 -0.39 0.53 -0.21 -0.002
H -0.348212 -3.145540 -0.190444 0.34 0.26 -0.48 0.002
H 1.120788 -0.711422 -3.541757 -0.10 -0.07 0.91 0.015
H 3.268789 -1.687636 -2.237570 -0.40 0.05 0.21 0.003
C 1.717859 0.896015 1.300179 0.71 1.24 -0.07 0.013
C 2.474991 -0.298328 1.579812 0.10 -0.51 1.09 -0.035
C 3.368225 -0.514618 0.486176 -0.09 1.50 -0.18 0.023
H 2.430969 -0.874437 2.496779 0.10 0.16 -0.13 -0.003
C 3.143927 0.530845 -0.489030 0.58 0.94 1.16 -0.031
C 2.127303 1.411615 0.012277 1.31 0.79 0.62 0.103
H 1.793657 2.329751 -0.439418 -0.09 -0.07 -0.21 0.026
H 1.073869 1.414185 1.992090 0.02 -0.16 -0.20 0.031
H 4.133517 -1.274106 0.443242 -0.30 -0.21 -0.22 0.003
H 3.715048 0.704918 -1.394745 -0.39 -0.22 0.07 0.006
O -0.753775 1.452608 -2.129181 2.75 0.53 -1.65 0.294
C 2.837408 2.474286 -4.607375 -0.27 -0.17 2.42 0.614
C 1.408531 2.430152 -4.603296 0.08 1.04 -3.04 -0.198
C 3.476582 1.094547 -4.586711 0.32 -0.57 -0.01 -0.078
C 3.310331 3.491995 -3.518133 -0.30 0.14 0.04 -0.009
C -0.189138 1.912095 -3.303041 -4.54 -0.50 1.81 0.223
H 1.014038 1.796970 -5.442162 0.17 0.05 0.99 0.016
H 0.972368 3.456335 -4.799312 0.27 -1.03 0.84 0.004
H -0.609359 2.917477 -3.470228 0.79 0.36 0.01 0.045
H -0.610950 1.308152 -4.121203 0.76 -0.39 -0.32 -0.002
H 4.430989 0.889551 -5.179779 -1.16 0.54 0.65 0.013
H 2.667597 0.416610 -4.944345 0.86 0.06 0.10 0.007
H 3.687165 0.810386 -3.511485 -0.08 0.11 -0.96 0.051
H 3.938955 4.381662 -3.833842 -0.55 -1.11 0.20 0.012
H 3.818386 2.969221 -2.647231 -0.39 0.56 -0.94 0.017
H 2.318201 3.865113 -3.141260 1.25 0.15 0.05 -0.008
C 0.527702 -2.651514 5.188542 -0.13 0.29 -0.15 -0.001
C 0.731001 -3.187111 3.910127 -0.36 0.33 -0.17 0.005
C 0.215676 -2.529861 2.786297 0.07 -0.09 0.62 -0.006
C -0.483511 -1.313608 2.920075 -0.47 -0.02 0.51 -0.008
C -0.720378 -0.812048 4.208232 0.46 -0.56 0.16 0.000
C -0.204084 -1.467561 5.334615 0.10 -0.20 -0.17 0.001
Si -1.085771 -0.359671 1.407839 2.26 -0.55 -1.42 0.084
C -2.445704 -1.368270 0.626369 -0.45 -0.03 -0.03 -0.020
C -2.957523 -0.984280 -0.629039 -0.31 -0.39 0.08 0.017
C -4.009608 -1.703276 -1.205469 0.14 0.13 0.10 0.004
C -4.562416 -2.799075 -0.534313 -0.01 -0.03 -0.03 -0.001
C -4.053515 -3.183054 0.706931 0.02 -0.13 0.06 0.000
C -2.997374 -2.472503 1.286972 -0.27 -0.05 -0.32 -0.001
C -1.873341 1.251059 1.965105 -0.37 0.39 0.25 -0.022
C -3.172943 1.569524 1.520600 0.18 0.49 0.42 0.003
C -3.819798 2.735640 1.954043 0.23 -0.13 0.03 0.000
C -3.182749 3.612767 2.837145 0.18 -0.25 -0.14 0.000
C -1.886447 3.316710 3.276883 -0.11 -0.07 -0.03 0.001
C -1.247427 2.146220 2.857196 -0.29 0.17 -0.10 0.002
H 0.934347 -3.158859 6.062757 -0.08 0.12 -0.16 0.000
H 1.284089 -4.116617 3.779929 -0.11 0.15 0.08 0.000
H 0.364809 -2.981655 1.802650 0.04 0.35 0.29 -0.011
H -1.307714 0.096694 4.337106 0.16 -0.23 0.01 0.000
H -0.377281 -1.045707 6.323617 0.05 -0.14 -0.13 0.000
H -2.526062 -0.122900 -1.151944 -0.04 -0.22 0.11 -0.008
H -4.395991 -1.398562 -2.182294 0.08 -0.13 0.31 0.000
H -5.392735 -3.354694 -0.985250 0.33 0.20 0.18 0.000
H -4.475158 -4.045024 1.236544 0.10 0.31 -0.24 0.000
H -2.603918 -2.777005 2.263131 -0.18 0.11 -0.35 0.000
H -3.692821 0.894072 0.844072 0.11 0.20 0.16 0.000
H -4.830082 2.951454 1.599484 0.28 -0.04 0.11 0.000
H -3.692775 4.516283 3.181504 0.19 -0.28 -0.12 0.000
H -1.372175 3.995067 3.963637 -0.18 -0.21 -0.20 0.000
H -0.253422 1.922905 3.260664 -0.43 0.12 -0.14 0.000
```
Positions in Å, forces in eV/Å.

Results
DFT total energy = -1710.0920 hartree
Charge = -1
Spin multiplicity = 3
Energy relative to the best compared isomer or geometry (same formula, charge and spin) = 217.32 kJ/mol
Gap between HOMO and LUMO (spin up / spin down) = 5.2859 / 6.1836 eV